Record 1
Density functional theory data (wB97M-V/def2-TZVPD) for a molecular structure, C43H37O2P2V in a non-equilibrium geometry.

<S²> = 2.0399
HOMO level (spin up / spin down) = -13.895 / -13.896 eV
HOMO-LUMO gap (spin up / spin down) = 5.917 / 6.728 eV
spin multiplicity = 3
net charge = +2
E_LUMO (spin up / spin down) = -7.979 / -7.169 eV
electronic energy = -93537.039 eV

CARTESIAN COORDINATES (ANGSTROEM)
1 C 2.8961 -1.7750 -0.8750
2 C 2.5846 -0.4157 -1.0453
3 C 3.4722 0.5766 -0.6230
4 C 4.7078 0.2139 -0.1015
5 C 5.0635 -1.1367 -0.0283
6 C 4.1447 -2.1410 -0.3781
7 P 0.9758 0.1089 -1.7058
8 C 1.2903 1.7360 -2.5053
9 C 0.8083 2.8958 -1.8836
10 C 1.1058 4.1476 -2.4269
11 C 1.8742 4.2358 -3.5906
12 C 2.3248 3.0764 -4.2302
13 C 2.0239 1.8183 -3.6979
14 V -0.5308 0.6983 -0.0719
15 P -0.2886 -0.7644 1.6650
16 C 1.2152 0.0137 2.3160
17 C 2.1561 -0.7784 2.9787
18 C 3.3703 -0.2011 3.3710
19 C 3.5116 1.1887 3.3180
20 C 2.5038 1.9847 2.7827
21 C 1.3771 1.4070 2.1973
22 C -1.5925 -0.4335 2.8792
23 C -2.9099 -0.7001 2.4749
24 C -3.9711 -0.3439 3.2993
25 C -3.7145 0.2805 4.5267
26 C -2.3989 0.5509 4.9241
27 C -1.3286 0.1927 4.1017
28 C -0.1507 -2.5551 1.6127
29 C -0.3360 -3.1856 0.3703
30 C -0.2540 -4.5763 0.2817
31 C -0.0257 -5.3274 1.4434
32 C 0.1185 -4.7050 2.6871
33 C 0.0342 -3.3126 2.7819
34 C 0.6213 -1.0386 -3.0409
35 C 1.6537 -1.7044 -3.7126
36 C 1.3471 -2.6284 -4.7093
37 C 0.0133 -2.8688 -5.0371
38 C -1.0174 -2.1875 -4.3847
39 C -0.7185 -1.2687 -3.3839
40 H -3.0925 -1.1830 1.5130
41 H -4.9968 -0.5592 2.9907
42 H -4.5462 0.5561 5.1786
43 H -2.1992 1.0410 5.8788
44 H -0.2964 0.3822 4.3980
45 H 1.9264 -1.8218 3.2028
46 H 4.1760 -0.8363 3.7383
47 H 4.4226 1.6498 3.6983
48 H 2.5896 3.0660 2.8361
49 H 0.5959 2.0206 1.7261
50 H -0.5382 -2.5665 -0.5101
51 H -0.3643 -5.0697 -0.6849
52 H 0.0169 -6.4142 1.3780
53 H 0.3072 -5.2930 3.5913
54 H 0.1252 -2.8069 3.7467
55 H 2.6994 -1.5240 -3.4553
56 H 2.1504 -3.1634 -5.2167
57 H -0.2305 -3.5960 -5.8049
58 H -2.0597 -2.3621 -4.6411
59 H -1.5049 -0.7235 -2.8541
60 H 0.2074 2.8291 -0.9536
61 H 0.7379 5.0440 -1.9260
62 H 2.1153 5.2172 -3.9984
63 H 2.9169 3.1507 -5.1411
64 H 2.3720 0.9160 -4.2108
65 H 3.2138 1.6233 -0.7557
66 H 5.3916 0.9896 0.2306
67 H 6.0516 -1.3980 0.3478
68 H 4.3460 -3.2111 -0.2808
69 H 2.2007 -2.5588 -1.1759
70 H 3.2969 -2.3904 1.9141
71 H 2.9398 -3.0577 1.8773
72 O -2.3943 0.8682 -1.1253
73 C -2.7241 1.8806 -0.3794
74 O -1.9087 2.3184 0.5104
75 C -4.0633 2.5077 -0.5291
76 C -4.6187 3.2108 0.5454
77 C -5.8022 3.9130 0.3391
78 C -6.4377 3.8529 -0.9161
79 C -5.8962 3.0944 -1.9704
80 C -4.7116 2.3933 -1.7684
81 H -4.0981 3.2045 1.5091
82 H -6.2352 4.5025 1.1530
83 H -7.3598 4.3993 -1.0834
84 H -6.3955 3.0474 -2.9435
85 H -4.2824 1.7794 -2.5583

These are the Mulliken partial charges, in e, on atoms 1 to 5:
1 C 0.0736
2 C 0.4722
3 C -0.7875
4 C -0.8149
5 C -0.4108


Record 2
Density functional theory data (wB97M-V/def2-TZVPD) for a molecular structure, C43H38Cl5F10N8O2Tl.

HOMO level = -1.814 eV
HOMO-LUMO gap = 5.570 eV
spin multiplicity = 1
net charge = -2
E_LUMO = 3.756 eV
ΔE to the lowest compared entry with this formula, charge and spin = 0.0 kJ/mol
electronic energy = -155701.338 eV

CARTESIAN COORDINATES (ANGSTROEM)
1 Tl 0.3215 0.5786 0.3106
2 C -0.1587 -3.3152 -0.9875
3 N 1.0145 -2.7047 -0.4050
4 C 2.1657 -3.0044 -1.2438
5 C 3.5448 -2.6339 -0.7001
6 N 3.7239 -1.2327 -0.4329
7 C 4.4446 -0.8390 0.6038
8 C 5.0475 0.4589 0.5551
9 F 4.9483 1.1623 -0.6028
10 C 5.7305 1.0552 1.5845
11 F 6.2491 2.2889 1.4233
12 C 5.9245 0.3912 2.7873
13 F 6.5823 0.9733 3.8177
14 C 5.4074 -0.8842 2.8895
15 F 5.5582 -1.5612 4.0463
16 C 4.7153 -1.4760 1.8501
17 F 4.2170 -2.7187 2.1155
18 C 1.1780 -3.1019 0.9749
19 C 0.3853 -2.2744 1.9779
20 N 0.8029 -0.8822 2.0073
21 C 1.0436 -0.3318 3.2287
22 C 1.9104 0.7814 3.3146
23 F 2.4903 1.2093 2.1838
24 C 2.2353 1.4369 4.4788
25 F 3.0836 2.4724 4.4588
26 C 1.7240 0.9952 5.6862
27 F 2.0335 1.6156 6.8408
28 C 0.8880 -0.1000 5.6719
29 F 0.3649 -0.5438 6.8290
30 C 0.5542 -0.7376 4.4899
31 F -0.3081 -1.7740 4.6200
32 H -0.0437 -4.4139 -1.0684
33 H -0.3480 -2.9121 -1.9825
34 H -1.0357 -3.1230 -0.3721
35 H 1.9978 -2.5078 -2.2057
36 H 2.2016 -4.0941 -1.4534
37 H 4.2236 -2.9391 -1.5196
38 H 3.7972 -3.3056 0.1279
39 H 2.2259 -3.0051 1.2537
40 H 0.8995 -4.1653 1.1107
41 H 0.6162 -2.7459 2.9347
42 H -0.7026 -2.3988 1.8495
43 N 2.1627 2.0591 -0.3620
44 N 1.7221 3.1033 -1.1864
45 C 0.3625 3.5348 -1.2185
46 O 0.1821 4.6057 -1.8118
47 O -0.4940 2.7772 -0.6752
48 H 2.6549 2.3935 0.4597
49 H 2.7805 1.4400 -0.8819
50 H 2.3828 3.8395 -1.3730
51 C -5.8511 0.9358 -0.3541
52 N -4.4436 0.7146 -0.1391
53 C -3.5926 1.8590 -0.4252
54 C -3.9033 -0.4847 0.2361
55 N -2.6417 -0.6767 0.1422
56 N -4.8474 -1.4418 0.6982
57 C -4.3762 -2.8107 0.6939
58 C -5.5077 -1.1013 1.9531
59 H -6.0017 1.3949 -1.3368
60 H -6.2661 1.6207 0.3960
61 H -6.3959 -0.0033 -0.3215
62 H -3.6846 2.1498 -1.4759
63 H -2.5490 1.6346 -0.2400
64 H -3.8875 2.7099 0.1966
65 H -2.3533 -1.5484 0.5665
66 H -3.6452 -3.0193 1.4902
67 H -3.9171 -3.0440 -0.2651
68 H -5.2302 -3.4737 0.8454
69 H -5.7817 -0.0499 1.9678
70 H -4.8614 -1.2871 2.8191
71 H -6.4133 -1.7046 2.0579
72 Cl -2.1687 -0.0742 3.0877
73 C -1.8948 1.6118 2.7174
74 C -0.7158 2.0027 2.0996
75 C -0.4467 3.3642 2.2356
76 Cl 1.1366 3.9923 1.8795
77 C -1.3620 4.2916 2.7309
78 Cl -0.9875 5.9783 2.8325
79 C -2.6160 3.8584 3.1537
80 Cl -3.8062 4.9889 3.6978
81 C -2.8707 2.4974 3.1836
82 Cl -4.3976 1.9322 3.7876
83 C -1.9450 -1.7241 -6.3404
84 C -0.6031 -1.6383 -5.9888
85 C -0.2291 -1.2310 -4.7181
86 C -1.1903 -0.8942 -3.7595
87 C -2.5355 -1.0140 -4.1214
88 C -2.9123 -1.4128 -5.3953
89 C -0.8874 -0.5113 -2.3612
90 C 0.1740 0.1378 -1.8801
91 C 1.1298 0.7576 -2.8317
92 C 0.6299 1.7063 -3.7311
93 C 1.4499 2.2901 -4.6779
94 C 2.7962 1.9486 -4.7405
95 C 3.3090 1.0343 -3.8322
96 C 2.4855 0.4422 -2.8809
97 H -2.2318 -2.0371 -7.3373
98 H 0.1630 -1.8904 -6.7127
99 H 0.8206 -1.1720 -4.4616
100 H -3.2919 -0.7788 -3.3796
101 H -3.9639 -1.4824 -5.6491
102 H -1.6553 -0.8242 -1.6686
103 H -0.4083 2.0049 -3.6492
104 H 1.0429 3.0367 -5.3494
105 H 3.4454 2.4168 -5.4721
106 H 4.3649 0.7882 -3.8406
107 H 2.9154 -0.2165 -2.1316

These are the Mulliken partial charges, in e, on atoms 1 to 5:
1 Tl 1.2994
2 C -1.4058
3 N 1.7908
4 C -0.4803
5 C -1.8508